Here is a cluster of 2 separate species, C4H6N3 in total in a non-equilibrium geometry from the OMol25 dataset. Energies are from ωB97M-V with the def2-TZVPD basis set.

Cartesian coordinates (Å):
C  -1.938  -0.371  -1.057
C  -0.477  -0.533  -0.925
C  1.614  1.182  2.034
C  0.515  -1.214  -1.590
N  -2.358  0.234  0.013
N  -1.291  0.547  0.761
N  -0.231  0.190  0.243
H  -2.536  -1.026  -1.779
H  2.111  1.077  0.996
H  1.623  0.504  2.765
H  0.297  -1.761  -2.590
H  1.171  2.189  2.389
H  1.502  -1.018  -1.260

The value obtained for the energy is -319.77119 hartree. The gap between HOMO and LUMO (spin up / spin down) is 0.2429 / 0.2427 hartree. The LUMO energy (spin up / spin down) comes out at -8.007 / -8.011 eV. The HOMO energy (spin up / spin down) comes out at -14.6 / -14.6 eV. Its net charge is +1. The calculation puts the energy relative to the best compared isomer or geometry (same formula, charge and spin) at 163.4 kcal/mol.



Here is the molecule C5H8O2 from the OMol25 dataset. Energies are from ωB97M-V with the def2-TZVPD basis set.

Cartesian coordinates (Å):
C  -1.463  0.764  -0.566
C  -0.558  -0.007  0.393
C  -0.429  -1.455  0.011
O  0.668  -1.990  -0.031
C  1.653  -0.423  1.292
C  0.893  0.517  0.441
O  1.357  0.827  -0.871
H  -2.451  0.298  -0.655
H  -0.991  0.813  -1.551
H  -1.600  1.795  -0.221
H  -0.967  -0.007  1.414
H  -1.341  -2.028  -0.247
H  2.654  -0.569  0.844
H  0.897  1.468  0.998
H  1.679  -0.001  -1.251

The value obtained for the energy is -345.64599 hartree. The gap between HOMO and LUMO is 0.3318 hartree. The LUMO energy comes out at 0.378 eV. The HOMO energy comes out at -8.7 eV. The calculation puts the energy relative to the best compared isomer or geometry (same formula, charge and spin) at 99.8 kcal/mol.



Here is a structure of composition C33H31BrN2O2PSSn from the OMol25 dataset. Energies are from ωB97M-V with the def2-TZVPD basis set.

Cartesian coordinates (Å):
Sn  0.872  -1.802  0.726
C  1.340  2.965  4.295
C  2.200  3.745  3.339
C  2.981  4.801  3.802
C  3.783  5.535  2.944
C  3.822  5.230  1.590
C  3.053  4.187  1.107
C  2.243  3.444  1.969
P  1.190  2.085  1.386
C  1.921  1.535  -0.197
C  3.251  1.127  -0.033
C  3.963  0.559  -1.071
C  3.344  0.375  -2.298
C  2.025  0.758  -2.462
C  1.282  1.333  -1.429
C  -0.164  1.651  -1.692
C  -0.358  2.987  1.016
C  -0.400  4.351  0.774
C  -1.594  4.968  0.422
C  -2.800  4.263  0.330
C  -2.813  2.938  0.661
C  -1.615  2.289  1.091
C  -1.754  1.119  1.788
H  1.466  3.336  5.310
H  1.588  1.901  4.283
H  0.279  3.048  4.045
H  2.961  5.045  4.856
H  4.384  6.345  3.335
H  4.449  5.799  0.917
H  3.084  3.936  0.054
H  3.736  1.257  0.928
H  4.992  0.261  -0.920
H  3.886  -0.065  -3.125
H  1.544  0.612  -3.422
H  -0.393  1.497  -2.746
H  -0.413  2.686  -1.454
H  -0.827  0.998  -1.119
H  0.513  4.932  0.792
H  -1.582  6.023  0.177
H  -3.703  4.773  0.027
H  -3.732  2.365  0.660
H  -2.722  0.647  1.869
H  -0.934  0.681  2.351
C  -2.676  -4.129  -5.537
C  -2.589  -3.618  -4.130
C  -3.431  -4.109  -3.136
C  -3.340  -3.651  -1.830
C  -2.395  -2.691  -1.516
C  -1.544  -2.183  -2.490
C  -1.647  -2.644  -3.788
S  -2.213  -2.157  0.152
O  -3.435  -2.412  0.846
O  -1.687  -0.790  0.123
N  -0.955  -2.905  0.779
C  -0.631  -4.233  0.913
C  -1.470  -5.340  0.946
C  -0.870  -6.574  1.125
C  0.509  -6.670  1.271
C  1.262  -5.513  1.228
N  0.704  -4.319  1.041
H  -3.640  -4.597  -5.729
H  -1.902  -4.876  -5.720
H  -2.533  -3.325  -6.257
H  -4.176  -4.852  -3.387
H  -4.014  -4.017  -1.068
H  -0.816  -1.421  -2.234
H  -0.993  -2.243  -4.552
H  -2.541  -5.224  0.863
H  -1.482  -7.466  1.163
H  0.992  -7.624  1.422
H  2.338  -5.532  1.339
Br  0.830  -1.407  3.287

The value obtained for the energy is -5063.76819 hartree. The gap between HOMO and LUMO is 0.2087 hartree. The LUMO energy comes out at -5.051 eV. The HOMO energy comes out at -10.7 eV. Its net charge is +1. The calculation puts the energy relative to the best compared isomer or geometry (same formula, charge and spin) at 4.3 kcal/mol.



Here is the molecule C17H29N5O7 from the OMol25 dataset. Energies are from ωB97M-V with the def2-TZVPD basis set.

Cartesian coordinates (Å):
C  0.242  4.706  0.447
O  1.340  3.872  0.176
C  1.114  3.071  -0.952
C  2.290  2.170  -1.168
O  2.486  1.377  -0.015
C  3.365  0.308  -0.265
C  2.660  -0.834  -0.962
O  3.255  -1.641  -1.649
N  1.325  -0.834  -0.734
C  0.423  -1.791  -1.289
C  -0.545  -1.156  -2.275
O  0.121  -0.474  -3.312
C  1.001  -1.271  -4.080
C  -1.564  -2.211  -2.760
C  -2.903  -1.829  -2.086
N  -2.536  -0.872  -1.047
C  -2.744  -1.176  0.272
O  -3.503  -2.061  0.616
C  -2.022  -0.309  1.285
C  -2.424  -0.662  2.698
C  -1.579  0.043  3.751
N  -0.170  -0.321  3.684
C  0.864  0.303  3.048
O  0.659  1.465  2.433
N  1.967  -0.356  3.142
N  1.677  -1.507  3.883
C  0.428  -1.439  4.176
O  -0.294  -2.312  4.879
C  -1.424  -0.113  -1.575
H  0.495  5.294  1.326
H  0.039  5.382  -0.392
H  -0.662  4.120  0.655
H  0.199  2.471  -0.818
H  0.977  3.691  -1.850
H  2.079  1.536  -2.039
H  3.195  2.756  -1.367
H  4.216  0.611  -0.879
H  3.720  -0.049  0.700
H  0.986  -0.136  -0.091
H  1.016  -2.567  -1.770
H  -0.156  -2.285  -0.500
H  1.326  -0.647  -4.909
H  1.875  -1.591  -3.506
H  0.491  -2.153  -4.485
H  -1.642  -2.180  -3.845
H  -1.257  -3.220  -2.478
H  -3.566  -1.338  -2.802
H  -3.432  -2.661  -1.642
H  -0.946  -0.464  1.154
H  -2.203  0.749  1.076
H  -3.472  -0.404  2.857
H  -2.350  -1.740  2.840
H  -1.635  1.128  3.658
H  -1.930  -0.227  4.744
H  1.516  1.750  2.051
H  0.306  -3.027  5.136
H  -0.910  0.461  -0.810
H  -1.779  0.590  -2.335

The value obtained for the energy is -1465.65683 hartree. The gap between HOMO and LUMO is 0.3421 hartree. The LUMO energy comes out at 0.537 eV. The HOMO energy comes out at -8.8 eV. As for the structure (SMILES): COCCOCC(=O)NC[C@@]1(OC)CCN(C(=O)CCCn2c(O)nnc2O)C1. The calculation puts the energy relative to the best compared isomer or geometry (same formula, charge and spin) at 13.3 kcal/mol.



Here is a cluster of 2 separate species, C18H31N5O7 in total in a non-equilibrium geometry from the OMol25 dataset. Energies are from ωB97M-V with the def2-TZVPD basis set.

Cartesian coordinates (Å):
N  -5.430  0.996  -5.158
C  -4.225  1.194  -4.588
C  -3.847  2.492  -4.101
C  -2.619  2.621  -3.511
N  -1.827  1.480  -3.392
C  -0.505  1.556  -2.779
O  -0.519  2.485  -1.691
C  0.804  2.999  -1.515
C  0.734  4.498  -1.181
O  0.301  5.285  -2.301
C  1.600  2.699  -2.799
O  2.707  1.822  -2.524
C  0.610  2.006  -3.734
O  0.191  2.911  -4.780
C  -2.239  0.301  -3.997
O  -1.497  -0.670  -4.021
N  -3.486  0.145  -4.569
H  -5.900  1.812  -5.521
H  -5.475  0.117  -5.662
H  -4.512  3.339  -4.204
H  -2.262  3.581  -3.139
H  -0.234  0.572  -2.378
H  1.265  2.477  -0.670
H  0.043  4.638  -0.343
H  1.722  4.842  -0.858
H  0.096  6.196  -2.031
H  1.966  3.623  -3.261
H  3.373  2.251  -1.960
H  1.056  1.118  -4.195
H  0.908  3.053  -5.420
C  3.075  -5.200  3.620
N  1.999  -4.213  3.664
C  1.384  -3.710  2.589
O  1.692  -4.057  1.453
C  0.225  -2.701  2.773
C  0.697  -1.232  2.868
C  1.557  -0.733  1.690
C  0.775  -0.645  0.377
C  2.093  0.665  2.009
N  -0.719  -2.979  3.877
C  -0.469  -3.044  5.187
C  -1.651  -3.346  6.077
O  0.634  -2.869  5.687
H  2.780  -6.036  2.983
H  3.974  -4.744  3.204
H  3.287  -5.570  4.624
H  1.707  -3.860  4.569
H  -0.359  -2.782  1.856
H  -0.176  -0.584  2.960
H  1.286  -1.128  3.780
H  2.411  -1.394  1.552
H  0.425  -1.635  0.085
H  1.427  -0.278  -0.416
H  -0.078  0.026  0.481
H  1.268  1.364  2.136
H  2.682  0.630  2.925
H  2.735  1.003  1.196
H  -1.675  -3.141  3.604
H  -2.116  -4.279  5.765
H  -2.367  -2.530  6.006
H  -1.304  -3.438  7.105

The value obtained for the energy is -1504.99375 hartree. The gap between HOMO and LUMO is 0.3315 hartree. The LUMO energy comes out at 0.440 eV. The HOMO energy comes out at -8.6 eV. As for the structure (SMILES): Nc1ccn([C@@H]2O[C@H](CO)[C@@H](O)[C@@H]2O)c(=O)n1.CNC(=O)[C@H](CC(C)C)NC(C)=O.



Here is a structure of composition C26H26Cl5N6O3PS3W in a non-equilibrium geometry from the OMol25 dataset. Energies are from ωB97M-V with the def2-TZVPD basis set.

Cartesian coordinates (Å):
W  0.601  -0.050  -1.109
C  3.987  -4.647  -0.217
C  2.673  -3.988  0.084
O  2.711  -2.489  0.030
P  3.253  -1.549  -1.077
S  -0.030  -1.972  -1.663
S  2.823  0.356  -0.389
O  4.783  -1.782  -1.054
C  5.842  -1.344  -2.035
C  5.248  -0.796  -3.298
H  3.852  -5.715  -0.042
H  4.777  -4.292  0.442
H  4.297  -4.523  -1.253
H  2.339  -4.166  1.102
H  1.880  -4.287  -0.603
H  6.434  -2.242  -2.186
H  6.429  -0.618  -1.479
H  4.623  -1.537  -3.801
H  6.056  -0.535  -3.982
H  4.670  0.113  -3.120
Cl  -3.240  6.156  -2.203
C  -2.579  4.613  -1.974
C  -1.224  4.490  -1.625
Cl  -0.232  5.857  -1.426
C  -0.696  3.218  -1.445
Cl  0.961  2.963  -1.043
C  -1.500  2.100  -1.589
O  -0.985  0.851  -1.384
C  -2.840  2.206  -1.948
Cl  -3.752  0.766  -2.141
C  -3.384  3.473  -2.142
Cl  -5.017  3.629  -2.581
S  1.447  0.527  -3.317
C  0.310  0.040  -4.572
N  -1.006  -0.173  -4.364
C  -1.886  -0.452  -5.349
C  -1.452  -0.542  -6.646
C  -0.100  -0.340  -6.906
C  0.780  -0.043  -5.876
H  -1.373  -0.125  -3.419
H  -2.912  -0.585  -5.037
H  -2.158  -0.761  -7.434
H  0.275  -0.413  -7.919
H  1.827  0.136  -6.074
C  0.086  2.094  1.935
C  0.041  0.612  2.002
N  0.084  -0.268  0.971
C  -0.030  -1.543  1.546
C  -0.150  -1.414  2.878
N  -0.107  -0.063  3.145
C  -0.218  0.532  4.518
N  -1.522  0.989  4.802
N  -1.870  2.277  4.468
N  -3.051  2.508  4.862
C  -3.535  1.372  5.500
C  -4.775  1.160  6.117
C  -4.980  -0.078  6.670
C  -3.984  -1.084  6.618
C  -2.761  -0.883  6.018
C  -2.565  0.390  5.470
H  1.108  2.458  1.818
H  -0.342  2.527  2.837
H  -0.519  2.442  1.101
H  -0.060  -2.439  0.956
H  -0.280  -2.148  3.653
H  0.496  1.349  4.584
H  0.070  -0.251  5.216
H  -5.517  1.944  6.173
H  -5.917  -0.298  7.161
H  -4.195  -2.044  7.071
H  -2.021  -1.670  5.978

The value obtained for the energy is -5463.73071 hartree. The gap between HOMO and LUMO (spin up / spin down) is 0.1502 / 0.1325 hartree. The LUMO energy (spin up / spin down) comes out at -10.663 / -11.145 eV. The HOMO energy (spin up / spin down) comes out at -14.8 / -14.8 eV. Its net charge is +3. Its multiplicity is 2. The calculation puts the energy relative to the best compared isomer or geometry (same formula, charge and spin) at 56.3 kcal/mol. The expectation value of S² is 0.7546.